DFT (the ωB97M-V functional and the def2-TZVPD basis) results for 2 unconnected molecules or ions with the total composition C2H6O at a distorted geometry.

The value obtained for the HOMO energy is -10.057 eV. The SMILES is C=C.O. For the molar mass, the calculation gives 46.07 g mol⁻¹. The value obtained for the HOMO-LUMO gap is 11.14 eV. As for the electronic energy: -4217.5811 eV. The calculation puts the relative energy (zero: lowest compared OMol25 entry of this formula, charge and spin) at 85.5 kJ/mol.

Each line ends with the Mulliken charge.
Geometry (Å):
1 O -5.15 2.01 2.72  -0.6234
2 H 2.89 0.15 -1.10  0.2351
3 C 3.39 -0.63 -1.62  -0.4636
4 H 3.41 -2.62 -2.30  0.2437
5 C 2.93 -1.91 -1.68  -0.4273
6 H 2.04 -2.18 -1.09  0.2085
7 H -4.97 1.63 1.86  0.3161
8 H -4.36 2.47 2.86  0.3074
9 H 4.30 -0.29 -2.18  0.2036